Entry 1:
Entry from OMol25: a 4-piece molecular cluster, H10NO3 overall at a distorted geometry (ωB97M-V/def2-TZVPD).

Values from the calculation:
**LUMO (alpha / beta)**: -8.07 / -16.47 eV
**Kohn-Sham gap (alpha / beta)**: 13.35 / 3.13 eV

```
! RIJCOSX wB97M-V def2-TZVPD def2/J DEFGRID3
* xyz 2 2
O -0.52 1.00 2.03
H 0.41 1.92 -1.17
H 1.41 2.28 -2.26
H 0.32 -0.47 0.85
H -0.23 1.82 2.46
H 1.91 -1.00 0.50
H -2.18 -1.71 0.13
N 1.05 -0.58 0.14
O -1.73 -2.01 -0.70
H 0.69 -1.30 -0.50
H 1.38 0.29 -0.33
H -0.89 0.36 2.67
H -2.24 -2.77 -1.09
O 1.23 1.59 -1.59
*
```

Entry 2:
Entry from OMol25: a 5-piece molecular cluster, H10O5 overall (ωB97M-V/def2-TZVPD).

Values from the calculation:
**LUMO**: 0.22 eV
**Kohn-Sham gap**: 11.09 eV

```
! RIJCOSX wB97M-V def2-TZVPD def2/J DEFGRID3
* xyz 0 1
H 2.74 -2.07 -0.69
O 2.99 -1.28 -0.20
H 0.34 2.44 0.53
O -0.43 3.00 0.34
H 2.15 -0.93 0.12
O 0.81 -2.58 1.66
H -1.01 -0.21 -0.39
H 0.00 -1.20 0.21
H -3.28 1.36 -1.01
H 0.96 -1.81 2.23
O -0.07 -0.36 -0.27
O -2.82 2.09 -1.45
H -1.02 2.42 -0.17
H 1.70 -2.90 1.46
H -3.05 2.02 -2.38
*
```

Entry 3:
Entry from OMol25: a 5-piece molecular cluster, H10O5 overall at a distorted geometry (ωB97M-V/def2-TZVPD).

Values from the calculation:
**LUMO**: 0.28 eV
**Kohn-Sham gap**: 10.70 eV

```
! RIJCOSX wB97M-V def2-TZVPD def2/J DEFGRID3
* xyz 0 1
H 0.80 -1.25 -2.23
H -0.50 -0.78 0.91
H -0.19 -2.16 2.52
O -0.03 -1.20 2.53
O -0.08 -1.68 -2.35
H 0.88 -1.19 2.77
H 1.19 0.42 0.16
O -0.67 -0.50 -0.04
H -0.33 2.21 -1.08
H -0.54 -1.37 -1.59
H -1.69 2.39 -0.48
H -1.15 0.35 -0.24
O -1.24 1.85 -1.15
O 1.73 1.14 0.48
H 1.82 1.77 -0.20
*
```

Entry 4:
Entry from OMol25: a 5-piece molecular cluster, H10O5 overall at a distorted geometry (ωB97M-V/def2-TZVPD).

Values from the calculation:
**LUMO**: 0.48 eV
**Kohn-Sham gap**: 11.61 eV

```
! RIJCOSX wB97M-V def2-TZVPD def2/J DEFGRID3
* xyz 0 1
H -0.13 1.39 0.31
H -1.68 1.05 0.36
O -0.06 -1.35 0.43
H 1.33 -1.28 -0.34
H -1.69 -0.87 -0.79
H 2.76 -1.08 0.33
H 1.64 0.90 -0.65
O 2.23 -0.86 -0.50
O 1.16 1.77 -0.57
H -0.37 -1.98 1.09
O -0.87 1.07 0.91
H -3.11 -0.43 -0.52
O -2.30 -0.20 -1.04
H -0.44 -0.44 0.69
H 1.53 2.31 0.30
*
```

Entry 5:
Entry from OMol25: a 5-piece molecular cluster, H10O5 overall (ωB97M-V/def2-TZVPD).

Values from the calculation:
**LUMO**: 0.60 eV
**Kohn-Sham gap**: 11.86 eV

```
! RIJCOSX wB97M-V def2-TZVPD def2/J DEFGRID3
* xyz 0 1
H 2.10 -0.83 -2.79
H 0.93 2.45 -3.27
H 0.39 0.20 -0.35
H 0.00 1.98 -4.37
H -4.12 -0.50 1.96
H -4.07 1.01 1.93
O -3.66 0.23 1.55
O 2.59 -1.62 -2.57
H 1.40 -1.07 5.21
O 0.29 0.65 0.49
O 1.12 -1.58 4.45
O 0.34 1.73 -3.51
H 1.12 -0.95 3.73
H 2.23 -2.30 -3.15
H -0.65 0.60 0.68
*
```

Entry 6:
Entry from OMol25: a 5-piece molecular cluster, H10O5 overall (ωB97M-V/def2-TZVPD).

Values from the calculation:
**LUMO**: 0.42 eV
**Kohn-Sham gap**: 11.68 eV

```
! RIJCOSX wB97M-V def2-TZVPD def2/J DEFGRID3
* xyz 0 1
H -15.68 -15.35 11.11
H -14.14 -18.17 13.04
H -16.74 -20.82 12.68
H -9.49 -20.56 13.77
H -12.63 -18.11 13.09
H -10.74 -21.19 13.20
O -16.29 -20.21 13.27
H -14.78 -14.36 11.81
O -13.39 -17.72 12.66
H -16.94 -20.02 13.95
H -8.72 -17.29 10.49
O -10.30 -20.35 13.29
O -15.58 -14.42 11.31
O -8.03 -17.72 11.00
H -8.49 -18.38 11.51
*
```

Entry 7:
Entry from OMol25: H10O5Tl as an isolated structure at a distorted geometry (ωB97M-V/def2-TZVPD).

Values from the calculation:
**LUMO**: -19.26 eV
**Kohn-Sham gap**: 1.84 eV

```
! RIJCOSX wB97M-V def2-TZVPD def2/J DEFGRID3
* xyz 3 1
O -22.39 7.73 -22.46
H -23.02 8.26 -22.96
O -18.24 6.55 -20.09
H -17.79 7.20 -20.63
O -22.01 -0.14 -22.35
H -22.70 -0.71 -22.69
H -21.20 -0.46 -22.76
H -26.16 0.51 -20.06
Tl -22.07 3.86 -19.86
H -21.55 8.19 -22.58
H -17.62 1.18 -20.17
H -17.56 6.18 -19.53
H -26.68 1.83 -19.52
O -18.15 1.44 -19.42
O -25.87 1.37 -19.76
H -18.02 0.73 -18.79
*
```

Entry 8:
Entry from OMol25: H10O6V as an isolated structure at a distorted geometry (ωB97M-V/def2-TZVPD).

Values from the calculation:
**LUMO (alpha / beta)**: -3.57 / -3.57 eV
**Kohn-Sham gap (alpha / beta)**: 5.89 / 8.82 eV

```
! RIJCOSX wB97M-V def2-TZVPD def2/J DEFGRID3
* xyz 1 3
H 1.89 0.15 -1.46
H -2.40 -1.55 -0.83
O 0.96 0.38 -1.42
O -1.31 -0.48 1.38
H 0.75 0.65 -2.32
O -1.20 1.93 -0.16
O -1.53 -1.24 -1.08
H -2.10 2.13 -0.41
H -1.42 -1.54 -1.98
H 1.23 0.69 2.55
V -0.18 -0.12 0.26
H 1.86 -1.77 1.24
H -0.68 2.61 -0.58
O 1.02 -1.84 0.78
H 1.27 1.85 1.58
O 1.02 0.93 1.65
H 0.82 -2.77 0.78
*
```

Entry 9:
Entry from OMol25: H11LiO6 as an isolated structure at a distorted geometry (ωB97M-V/def2-TZVPD).

Values from the calculation:
**LUMO**: -0.19 eV
**Kohn-Sham gap**: 8.49 eV

```
! RIJCOSX wB97M-V def2-TZVPD def2/J DEFGRID3
* xyz 0 1
O -34.75 7.63 5.33
O -34.47 6.20 2.29
O -32.70 11.28 3.60
Li -33.55 7.74 3.60
H -34.79 6.72 1.67
H -33.17 10.56 3.24
H -34.98 8.39 5.85
O -31.66 9.41 0.88
H -32.62 11.88 2.95
H -34.31 8.78 1.48
H -31.48 7.03 4.98
H -31.23 10.11 1.29
H -31.10 7.35 3.44
O -31.82 6.94 4.14
O -33.86 9.25 2.24
H -32.44 9.19 1.35
H -35.53 7.24 5.03
H -34.27 5.20 2.07
*
```

Entry 10:
Entry from OMol25: a 5-piece molecular cluster, H11NO4 overall at a distorted geometry (ωB97M-V/def2-TZVPD).

Values from the calculation:
**LUMO**: 0.56 eV
**Kohn-Sham gap**: 10.98 eV

```
! RIJCOSX wB97M-V def2-TZVPD def2/J DEFGRID3
* xyz 0 1
H -0.74 2.38 1.33
H 0.25 2.17 0.21
H 1.87 -1.96 2.57
O 1.59 -1.54 1.77
N 1.67 0.87 -0.35
H 0.77 -1.11 2.06
H -1.48 0.61 -2.42
H 1.19 0.22 -0.97
H 2.48 1.19 -0.86
O -1.83 -2.61 -0.62
O -0.69 2.38 0.39
H -1.17 1.23 -1.13
H -2.70 -2.85 -0.34
H 1.91 0.31 0.46
H -1.83 -1.65 -0.59
O -1.30 0.36 -1.51
*
```

Entry 11:
Entry from OMol25: a 5-piece molecular cluster, H11NO4 overall at a distorted geometry (ωB97M-V/def2-TZVPD).

Values from the calculation:
**LUMO**: 0.79 eV
**Kohn-Sham gap**: 11.55 eV

```
! RIJCOSX wB97M-V def2-TZVPD def2/J DEFGRID3
* xyz 0 1
H 0.76 1.17 -1.31
H -1.28 0.23 -2.74
H -0.51 -1.90 0.77
H 2.05 1.78 -0.71
O -0.79 -0.94 2.27
H -1.55 -0.64 2.78
H -0.29 -0.77 -1.99
H -0.32 -0.12 2.10
O 1.09 1.87 -0.66
H 0.72 1.54 0.99
H 0.02 -3.28 0.27
O -0.52 -2.52 0.00
O 0.53 1.36 1.95
N -0.29 0.09 -2.53
H 0.06 -0.10 -3.45
H 0.32 2.24 2.26
*
```

Entry 12:
Entry from OMol25: a 2-piece molecular cluster, H11NSi4 overall at a distorted geometry (ωB97M-V/def2-TZVPD).

Values from the calculation:
**LUMO**: -1.28 eV
**Kohn-Sham gap**: 7.79 eV

```
! RIJCOSX wB97M-V def2-TZVPD def2/J DEFGRID3
* xyz 0 1
H 0.95 2.86 0.97
N 0.11 -0.39 1.01
H -1.62 -2.32 1.94
Si 0.76 -1.90 -1.72
H 1.89 0.60 -0.59
H 2.19 -2.17 -1.54
H -1.98 0.07 2.49
Si 0.68 4.42 0.56
H 0.25 0.38 1.64
Si 0.50 0.06 -0.68
H 0.08 -2.93 -1.02
H -2.37 -1.12 0.10
H 0.64 -1.94 -3.13
Si -1.47 -0.97 1.51
H -0.44 4.07 -0.35
H -0.17 1.25 -1.19
*
```